Computed, not measured: a single C6H9N molecule, with ωB97M-V/def2-TZVPD.

## Properties
- HOMO energy (alpha / beta) (eV) = -6.30 / -6.30
- ΔE to the lowest compared entry with this formula, charge and spin (kcal per mole) = 109.47
- 2S+1 = 1
- electronic energy (eV) = -7853.413
- frontier orbital gap (alpha / beta) (eV) = 6.7 / 6.7
- total charge = 0
- largest force on an atom (eV/Å) = 0.62

Structure (XYZ):
```
16
Properties=species:S:1:pos:R:3:forces:R:3
H -2.392903 1.038067 0.892010 0.03 -0.04 -0.02
H -2.973021 0.005378 -0.404292 0.06 0.01 0.07
H -0.255309 2.312166 0.213297 0.03 -0.03 -0.01
H 2.588038 -0.559905 0.974244 -0.04 -0.01 -0.06
H 2.898188 1.240286 0.519546 -0.04 0.00 -0.02
C 2.305393 0.339161 0.432053 -0.54 -0.03 -0.29
C -0.072442 1.499561 -0.506985 -0.04 -0.24 -0.01
N 1.239956 0.350400 -0.282361 0.32 0.03 0.32
H -0.423482 -2.681514 -0.490829 0.00 0.03 0.00
C -2.153447 0.138244 0.312290 -0.13 -0.02 -0.03
C 0.402980 -2.009792 -0.314173 0.06 0.13 -0.01
C -0.831549 0.279961 -0.344501 0.32 0.07 0.01
H -2.163844 -0.730289 0.979318 0.02 0.04 -0.02
H 1.377761 -2.437760 -0.128300 0.01 0.03 0.00
H 0.234050 1.891992 -1.473625 0.05 -0.03 0.03
C 0.219631 -0.675956 -0.377693 -0.12 0.05 0.06
```
Positions in Å, forces in eV/Å.

Atom charges from the natural (NBO) analysis, given in e for atoms 1 to 8:
1 H 0.210
2 H 0.219
3 H 0.179
4 H 0.192
5 H 0.192
6 C -0.095
7 C -0.154
8 N -0.274